Below is C15H35FeN4O9P as an isolated structure at a distorted geometry, with properties calculated with the ωB97M-V functional and the def2-TZVPD basis.

The geometry in ORCA input format:
```
! RIJCOSX wB97M-V def2-TZVPD def2/J DEFGRID3
* xyz 1 6
O -0.233 -0.956 -3.209
H -0.359 -0.998 -4.162
Fe 0.672 0.143 0.002
N 1.905 -1.187 -0.542
N -0.429 -1.605 0.236
N 1.251 1.811 0.406
N -1.010 1.102 0.741
O 3.040 -0.711 -0.854
O 2.577 1.993 0.063
O -2.009 0.502 1.446
O -1.443 -1.867 1.011
C 0.156 -2.678 -0.352
C 1.402 -2.391 -0.966
C 0.465 2.867 0.659
C -0.823 2.407 0.993
C 2.036 -3.131 -2.084
H 1.541 -2.868 -3.018
H 1.928 -4.202 -1.923
H 3.091 -2.869 -2.140
C -0.559 -3.971 -0.351
H -1.510 -3.872 -0.879
H -0.776 -4.303 0.668
H 0.015 -4.755 -0.863
C 0.931 4.249 0.425
C -1.890 3.230 1.635
H 1.487 4.331 -0.528
H 1.557 4.567 1.262
H 0.040 4.894 0.375
H -2.730 2.627 1.906
H -2.243 4.002 0.957
H -1.556 3.747 2.528
H 2.931 1.074 -0.204
H -1.798 -0.546 1.310
C -2.263 -0.367 -2.270
H -1.837 -1.209 -2.788
H -1.837 0.674 -2.352
H -2.627 -0.496 -1.220
O 0.714 0.683 -1.861
H 0.176 -0.133 -2.771
H 0.338 1.553 -1.888
C 0.782 0.687 5.410
C 0.432 1.280 4.071
O 1.484 0.974 3.098
P 1.370 -0.279 2.095
O 0.828 -1.448 3.047
C 1.272 -2.843 2.988
C 1.354 -3.325 4.409
O 2.870 -0.624 1.737
C 4.117 -0.431 2.441
C 4.739 0.894 2.103
H 0.764 -0.403 5.377
H 0.036 1.007 6.139
H 1.767 1.034 5.746
H -0.535 0.889 3.711
H 0.375 2.364 4.093
H 0.542 -3.406 2.399
H 2.244 -2.888 2.490
H 2.096 -2.760 4.984
H 0.385 -3.245 4.908
H 1.664 -4.368 4.412
H 3.925 -0.535 3.509
H 4.735 -1.266 2.105
H 4.108 1.725 2.429
H 5.695 0.963 2.625
H 4.917 0.969 1.027
*
```

Largest force on an atom ... 0.0870 hartree/bohr
LUMO level (spin up / spin down) ... -4.0 / -5.1 eV
HOMO energy (spin up / spin down) ... -0.362 / -0.431 hartree
E_tot ... -84171.484 eV